[1]
Molecular formula: C4H8B2
Method: DFT, wB97M-V/def2-TZVPD

The geometry in XYZ format:
```
14
Properties=species:S:1:pos:R:3:forces:R:3:mulliken_charge:R:1
B 1.492 -0.956 0.554 2.18 -4.05 -1.36 0.03
C 2.127 -0.009 -0.346 -0.24 -0.29 -0.57 -0.26
C 2.807 0.738 -0.978 0.09 0.02 -0.11 -0.12
H 1.771 -2.222 0.547 -0.74 1.88 -0.39 -0.04
H 1.088 -0.529 1.442 -2.00 1.27 3.40 -0.04
H 3.488 1.202 -1.594 0.93 1.03 -0.91 0.45
B -1.799 -0.490 -0.959 0.64 0.82 -1.96 0.03
C -2.087 0.165 0.313 -0.79 -0.05 3.15 -0.09
C -1.131 0.873 0.925 0.16 0.74 -0.56 -0.56
H -2.525 -1.214 -1.494 -0.32 -0.84 -0.33 -0.08
H -0.897 0.060 -1.524 0.29 -0.68 -0.26 -0.08
H -2.987 -0.071 0.884 -0.13 0.38 -0.09 0.30
H -0.203 0.975 0.403 0.44 0.28 -0.36 0.20
H -1.145 1.477 1.826 -0.50 -0.50 0.36 0.26
```
Forces are in eV/Å.

Values from the calculation:
LUMO: -0.507 eV
HOMO level: -10.33 eV
frontier orbital gap: 9.82 eV

=====

[2]
Molecular formula: C4H5NO
Method: DFT, wB97M-V/def2-TZVPD

The geometry in XYZ format:
```
11
Properties=species:S:1:pos:R:3:forces:R:3:mulliken_charge:R:1
C 0.011 -0.002 0.089 1.20 2.93 1.19 0.60
C -0.632 -0.961 -0.649 -1.37 -4.41 0.50 -0.10
C -1.724 1.474 0.701 -1.39 1.02 0.70 -0.17
C 1.487 0.082 -0.110 0.30 -0.34 -1.87 -1.30
N -0.685 0.917 0.743 1.04 -1.34 -2.09 -0.05
O -1.773 -1.436 -0.696 0.33 1.92 -0.14 -0.55
H 0.183 -1.646 -0.888 0.24 -0.46 -1.46 0.27
H -2.554 1.470 1.367 -0.53 0.17 0.51 0.28
H 1.947 -0.841 0.134 0.39 -1.21 0.42 0.38
H 1.952 0.768 0.549 0.44 1.17 0.18 0.38
H 1.788 0.175 -1.240 -0.65 0.55 2.07 0.26
```
Forces are in eV/Å.

Values from the calculation:
LUMO (alpha / beta): -0.392 / -0.393 eV
HOMO level (alpha / beta): -8.34 / -8.34 eV
frontier orbital gap (alpha / beta): 7.95 / 7.95 eV

=====

[3]
Molecular formula: C3Br2NO2
Method: DFT, wB97M-V/def2-TZVPD

The geometry in XYZ format:
```
8
Properties=species:S:1:pos:R:3:forces:R:3:mulliken_charge:R:1
C -0.485 0.066 1.183 1.11 0.46 1.32 0.13
C 0.876 0.028 -1.228 -1.59 -4.52 -1.40 0.83
C -1.098 -0.043 -0.034 -0.70 -0.67 -1.19 -0.13
N 0.183 0.349 2.080 0.34 -0.19 0.89 -0.59
O 0.843 -1.087 -1.621 0.43 0.23 0.25 -0.49
O 1.187 1.110 -1.115 1.30 4.13 0.72 -0.39
Br -2.077 -1.714 -0.119 -0.13 -0.29 -0.17 -0.18
Br -2.272 1.443 -0.171 -0.75 0.85 -0.42 -0.18
```
Forces are in eV/Å.

Values from the calculation:
LUMO: 3.275 eV
HOMO level: -3.93 eV
frontier orbital gap: 7.20 eV
charge: -1

=====

[4]
Molecular formula: C5H6O
Method: DFT, wB97M-V/def2-TZVPD

The geometry in XYZ format:
```
12
Properties=species:S:1:pos:R:3:forces:R:3:mulliken_charge:R:1
O -1.657 2.782 -0.304 1.30 -0.34 0.82 -0.16
C -0.727 2.545 0.308 -1.34 0.42 -0.82 0.16
C -1.140 -0.827 -0.686 0.09 -0.04 0.16 -0.75
C -0.514 -0.844 0.492 -0.09 -0.06 -0.18 -0.07
C 1.816 -0.265 -0.123 -0.09 0.00 0.09 -0.68
C 0.807 -0.242 0.748 0.16 -0.03 -0.12 -0.17
H -2.093 -1.330 -0.829 0.13 0.11 0.05 0.25
H -0.719 -0.310 -1.546 -0.04 -0.07 0.13 0.27
H -0.992 -1.333 1.340 0.03 0.07 -0.11 0.28
H 1.715 -0.764 -1.084 0.02 0.06 0.14 0.27
H 2.773 0.196 0.103 -0.16 -0.05 -0.03 0.26
H 0.951 0.226 1.721 -0.02 -0.08 -0.14 0.35
```
Forces are in eV/Å.

Values from the calculation:
LUMO: 0.901 eV
HOMO level: -9.20 eV
frontier orbital gap: 10.10 eV

=====

The energy relative to the best compared isomer or geometry (same formula, charge and spin) results, record by record, are as follows: 2.347 3.952 0.075 1.305 eV.
The molecular weight results, record by record, are as follows: 77.73 83.09 241.85 82.10 Da.